Density functional theory data (ωB97M-V/def2-TZVPD) for a cluster of 2 separate species, C6H9N in total.

ORCA input file:
```
! wB97M-V def2-TZVPD RIJCOSX def2/J DEFGRID3
* xyz 0 1
N 0.92885 -0.42548 -1.35833
C 1.88632 0.91940 0.47140
C -1.31047 -0.74868 -0.90316
C -0.33147 -0.97855 -1.79896
C -0.60472 -0.00717 0.17124
C 0.81357 0.11165 -0.16859
C -1.14576 0.57966 1.26023
H -0.56443 0.92849 2.11282
H 1.79849 0.90391 1.56143
H -2.21438 0.76144 1.31571
H 1.80304 -0.47570 -1.86622
H -2.62280 -1.27062 0.41832
H -2.80317 -1.25574 1.16780
H -0.31939 -1.55167 -2.71966
H 2.87393 0.54428 0.18994
H 1.81239 1.96478 0.14600
*
```

## Properties
Energy above the lowest of the compared OMol25 structures with the same formula, charge and spin (kJ/mol): 500.5
Kohn-Sham gap (spin up / spin down) (eV): 6.45 / 6.45
Total energy (eV): -7852.973

Density functional theory data (ωB97M-V/def2-TZVPD) for the molecule C6H9N.

ORCA input file:
```
! wB97M-V def2-TZVPD RIJCOSX def2/J DEFGRID3
* xyz 0 1
N -1.25719 0.42326 1.17322
C 0.18426 0.65884 1.10775
C 0.34935 -0.00445 -0.24195
C 1.56295 -0.10111 -1.11396
C -0.72041 -1.03675 -0.09619
C 0.48059 0.88907 -1.45690
C -1.43812 -0.92255 1.42273
H 2.48912 0.27182 -0.68682
H -0.13480 0.69003 -2.33515
H -0.83881 -1.43252 2.18915
H 1.68288 -0.96942 -1.75790
H 0.42450 1.72064 1.12130
H -1.12169 -1.32695 -1.10099
H 0.67351 1.94917 -1.28674
H -2.51465 -1.15850 1.54033
H 0.75777 0.12694 1.88430
*
```

## Properties
Energy above the lowest of the compared OMol25 structures with the same formula, charge and spin (kJ/mol): 496.3
Kohn-Sham gap (spin up / spin down) (eV): 8.56 / 8.33
Total energy (eV): -7853.016

Density functional theory data (ωB97M-V/def2-TZVPD) for a structure of composition C6H9N.

ORCA input file:
```
! wB97M-V def2-TZVPD RIJCOSX def2/J DEFGRID3
* xyz 0 3
N -0.95117 -1.49981 0.48155
C -0.94935 -0.26236 0.05989
C 1.28710 -1.26220 -0.63549
C -2.06723 0.55819 -0.53763
C 1.09450 1.28772 0.60404
C 0.56479 -0.07232 0.07917
C 0.50310 -1.52529 0.64120
H 0.23170 1.96022 0.49257
H -2.21240 1.50908 0.09378
H 0.88359 -1.72503 1.54395
H 0.88975 -1.52332 -1.59796
H 1.41357 1.26390 1.57096
H 1.76730 1.71188 -0.00940
H -2.93286 -0.05412 -0.59865
H 2.31453 -1.32043 -0.56453
H -1.83694 0.95390 -1.62346
*
```

## Properties
Energy above the lowest of the compared OMol25 structures with the same formula, charge and spin (kJ/mol): 177.9
Kohn-Sham gap (spin up / spin down) (eV): 6.17 / 7.83
Total energy (eV): -7851.021

Density functional theory data (ωB97M-V/def2-TZVPD) for the ion C6H9N2 with charge +1.

ORCA input file:
```
! wB97M-V def2-TZVPD RIJCOSX def2/J DEFGRID3
* xyz 1 1
N -0.25662 1.90365 1.28416
N 0.64587 0.87577 -0.73437
C 0.36035 -0.41554 -0.58632
C 0.08427 -1.17834 -1.82525
C -0.87652 -0.45191 1.40511
C -1.14248 0.85484 1.52403
C 0.40138 -0.90163 0.78195
C 0.52405 1.93535 0.26508
H 1.29520 -0.52168 1.18377
H 0.66491 1.30798 -1.66113
H 0.05428 -2.29393 -1.66125
H 0.51222 -2.04504 0.86736
H 1.14733 2.70705 0.04965
H -2.08819 1.07961 2.18428
H -0.76403 -0.62677 -2.35990
H 0.93096 -1.00624 -2.64110
H -1.49299 -1.22316 1.92394
*
```

## Properties
Energy above the lowest of the compared OMol25 structures with the same formula, charge and spin (kJ/mol): 267.2
Kohn-Sham gap (eV): 9.07
Structure (SMILES): CC1=[NH+]C=NC=CC1
Total energy (eV): -9339.484

Density functional theory data (ωB97M-V/def2-TZVPD) for the ion C6H9N2O with charge +1.

ORCA input file:
```
! wB97M-V def2-TZVPD RIJCOSX def2/J DEFGRID3
* xyz 1 1
O 1.70750 1.35433 -0.01838
N 2.20076 -0.84962 -0.32588
N 0.40235 -2.11639 0.42523
C -1.75860 0.58625 0.23544
C 1.05211 -1.01838 0.23139
C -2.17692 -0.34114 -0.61814
C 0.48065 0.97051 0.61365
C 2.48808 0.41304 -0.49898
C -0.66649 1.46273 -0.13987
H -0.39571 -2.11530 1.01351
H -2.05927 0.59409 1.22339
H -1.54150 -0.57304 -1.41525
H 0.86549 -3.03625 0.23926
H -0.46032 1.38813 -1.14650
H -2.79338 -1.12542 -0.37218
H -1.13741 2.49131 -0.05300
H 3.24720 0.86974 -1.10863
H 0.54548 1.04541 1.71493
*
```

## Properties
Energy above the lowest of the compared OMol25 structures with the same formula, charge and spin (kJ/mol): 294.0
Kohn-Sham gap (eV): 8.83
Total energy (eV): -11385.283

Density functional theory data (ωB97M-V/def2-TZVPD) for a structure of composition C6H9N2O12Pb.

ORCA input file:
```
! wB97M-V def2-TZVPD RIJCOSX def2/J DEFGRID3
* xyz -3 1
Pb 8.87746 26.04586 0.16728
O 11.48433 26.30494 0.59204
O 10.21369 25.87318 4.85279
O 9.97970 27.70994 -1.76067
O 7.65875 24.16352 -1.30088
O 6.51935 26.78431 0.97069
O 10.78292 27.66603 3.79459
O 7.97470 27.22179 -2.49839
O 7.83521 23.55676 0.85549
O 9.40113 28.29135 -3.76511
O 10.93861 24.42638 -0.37860
O 7.99205 28.44349 0.90181
O 9.45193 26.24220 2.84020
N 10.14486 26.57945 3.81505
N 9.09267 27.72476 -2.66862
C 5.68370 28.98926 1.37719
C 7.54209 23.35562 -0.34380
C 6.83390 28.00498 1.04434
C 7.13651 21.91822 -0.67559
C 11.78711 25.15736 0.19366
C 13.16349 24.59187 0.53200
H 5.41614 28.86838 2.42277
H 7.54142 21.25441 0.09142
H 13.44365 24.85672 1.55344
H 13.95128 24.95410 -0.13334
H 6.05694 21.74343 -0.56517
H 4.89197 28.72464 0.67081
H 7.36963 21.59008 -1.68950
H 13.16818 23.50002 0.49145
H 5.96554 29.99377 1.05726
*
```

## Properties
Energy above the lowest of the compared OMol25 structures with the same formula, charge and spin (kJ/mol): 0.0
Kohn-Sham gap (eV): 6.58
Total energy (eV): -39159.993